# 1
Here is a structure of composition C7H28O7 in a non-equilibrium geometry from the OMol25 dataset. Energies are from wB97M-V/def2-TZVPD.

Calculated values
HOMO-LUMO gap, eV: 9.2
ΔE to the lowest compared entry with this formula, charge and spin, kJ/mol: 924.33
LUMO level, eV: 0.3
E_HOMO, eV: -8.89
Largest force on an atom, Eh/bohr: 0.3178

Last column: Mulliken charge in e.
Positions of all 42 atoms, in Å:
C (-1.1573, 14.5592, 4.3022)  -0.362
O (-1.8565, 15.7505, 4.0317)  -0.536
H (-1.6971, 13.7251, 3.8538)  0.329
H (-0.1827, 14.6675, 3.8263)  0.386
H (-0.9585, 14.3114, 5.3449)  -0.245
H (-1.3001, 16.4754, 4.3259)  0.320
C (-2.3890, 15.5692, 10.7522)  -0.707
O (-2.7759, 14.5695, 9.7865)  -0.673
H (-2.4835, 15.2604, 11.7932)  0.312
H (-1.3187, 15.7683, 10.6986)  0.227
H (-2.9589, 16.4965, 10.6928)  0.189
H (-2.9129, 15.0381, 8.9599)  0.605
C (0.8415, 14.9747, 6.5350)  -0.629
O (0.8825, 16.3918, 6.3184)  -0.507
H (0.5114, 14.8171, 7.5618)  0.410
H (0.1311, 14.4249, 5.9176)  -0.049
H (1.8420, 14.5449, 6.4862)  0.434
H (1.5076, 16.7644, 6.9446)  0.300
C (-4.7881, 18.0517, 6.6600)  -0.727
O (-4.2551, 16.7864, 6.9214)  -0.315
H (-5.2909, 18.4595, 7.5369)  0.298
H (-3.9842, 18.7507, 6.4293)  0.283
H (-5.4608, 18.0708, 5.8026)  0.325
H (-5.0103, 16.1987, 6.9986)  0.384
C (-1.8662, 15.9233, 7.3327)  -0.668
O (-3.0277, 16.0563, 8.1539)  -0.966
H (-1.5578, 16.9252, 7.0343)  0.447
H (-1.1261, 15.4719, 7.9934)  0.006
H (-2.0968, 15.3213, 6.4537)  0.182
H (-3.6213, 16.5587, 7.5911)  0.749
C (-1.9540, 12.7050, 6.8594)  -0.139
O (-2.1889, 11.6035, 5.9729)  -0.545
H (-2.5433, 13.5749, 6.5695)  -0.026
H (-1.9989, 12.3886, 7.9015)  0.402
H (-0.9105, 12.9435, 6.6534)  0.191
H (-1.8330, 10.7820, 6.3194)  0.308
C (-5.1491, 16.9980, 9.6678)  -0.264
O (-5.8431, 18.2586, 9.5013)  -0.624
H (-4.1531, 17.0541, 9.2285)  -0.125
H (-5.1236, 16.6952, 10.7145)  0.399
H (-5.7220, 16.1957, 9.2029)  0.304
H (-6.7413, 18.0055, 9.2760)  0.322

Forces on atoms 1 to 3 (eV/Å):
C 0.260 -0.356 -1.227
O -0.573 0.161 0.431
H -0.034 0.096 -0.050

***

# 2
Here is a cluster of 7 separate species, C7H28O7 in total in a non-equilibrium geometry from the OMol25 dataset. Energies are from wB97M-V/def2-TZVPD.

Calculated values
HOMO-LUMO gap, eV: 10.2
ΔE to the lowest compared entry with this formula, charge and spin, kJ/mol: 417.15
LUMO level, eV: 0.5
E_HOMO, eV: -9.71
SMILES string: CO.CO.CO.CO.CO.CO.CO
Largest force on an atom, Eh/bohr: 0.0436

Last column: Mulliken charge in e.
Positions of all 42 atoms, in Å:
C (-3.2052, 1.7089, 1.7650)  -0.717
O (-1.8241, 1.8989, 1.6787)  -0.467
H (-3.5763, 0.7331, 1.4514)  0.218
H (-3.4206, 2.1164, 2.7527)  0.333
H (-3.7933, 2.3225, 1.0825)  0.290
H (-1.5000, 1.9924, 2.5775)  0.275
C (0.7472, -0.3276, 4.0107)  -0.460
O (0.3736, 0.2574, 5.2699)  -0.553
H (1.2952, 0.3435, 3.3493)  0.214
H (1.5242, -1.0322, 4.3072)  0.407
H (-0.0541, -0.8514, 3.4896)  0.085
H (1.1326, 0.6476, 5.7096)  0.303
C (0.1911, 4.7367, 0.0633)  -0.390
O (-0.5227, 4.4079, 1.2226)  -0.479
H (-0.4677, 5.1752, -0.6862)  0.234
H (0.9164, 5.5117, 0.3111)  0.213
H (0.5641, 3.8040, -0.3598)  0.143
H (-0.7534, 3.4796, 1.1415)  0.383
C (-0.5562, -1.1861, 0.2338)  -0.661
O (-0.3049, 0.1854, -0.1074)  -0.424
H (0.3147, -1.7993, 0.0023)  0.283
H (-0.8625, -1.3111, 1.2724)  0.224
H (-1.3885, -1.5423, -0.3732)  0.315
H (-1.0557, 0.7362, 0.1261)  0.174
C (-1.5166, -3.7578, -3.3147)  -0.512
O (-2.2586, -4.5413, -4.2709)  -0.537
H (-0.5807, -4.2354, -3.0248)  0.279
H (-1.3258, -2.7663, -3.7255)  0.223
H (-1.9983, -3.7189, -2.3377)  0.235
H (-1.5919, -5.0458, -4.7429)  0.311
C (3.0164, 0.3590, 0.2155)  -0.679
O (2.0507, 1.3776, 0.4188)  -0.472
H (3.6712, 0.4873, 1.0775)  0.270
H (2.5779, -0.6324, 0.3293)  0.233
H (3.5458, 0.5107, -0.7252)  0.240
H (1.2135, 1.0690, 0.0645)  0.462
C (1.5224, -1.8302, -3.0013)  -0.401
O (1.5005, -2.3505, -4.3150)  -0.534
H (0.5084, -1.6452, -2.6468)  0.020
H (1.9260, -2.6511, -2.4086)  0.212
H (2.1652, -0.9517, -2.9445)  0.393
H (1.8002, -1.6844, -4.9380)  0.313

Forces on atoms 1 to 3 (eV/Å):
C -1.261 1.109 0.202
O 1.032 -0.313 -0.880
H 0.443 -0.585 0.950